{
  "formula": "C3H5CoO3",
  "method": "wB97M-V/def2-TZVPD",
  "symbols": ["H", "O", "C", "C", "O", "O", "C", "Co", "H", "H", "H", "H"],
  "coordinates": [[-1.23988, 1.04602, -1.15285], [-0.50522, 0.59581, -0.69310], [0.52350, 1.52024, -0.07594], [-0.81448, -0.46805, 0.27244], [0.66248, 2.61654, -0.45783], [1.06549, 0.80980, 0.84702], [0.53122, -0.53621, 0.97969], [0.82382, -2.11896, -2.88738], [-1.08404, -1.37157, -0.27869], [-1.63332, -0.12281, 0.91166], [1.23138, -1.21814, 0.48767], [0.43903, -0.75268, 2.04731]],
  "forces_ev_per_a": [[-0.137, 0.247, 0.109], [-0.532, -0.428, -0.836], [0.952, 2.318, 0.256], [-0.415, -0.143, 0.436], [-0.429, -1.334, -0.014], [0.076, -0.588, 0.392], [0.087, 0.079, 0.117], [0.222, -0.307, -0.477], [-0.027, 0.193, 0.164], [0.149, -0.110, -0.133], [-0.044, 0.099, 0.248], [0.099, -0.025, -0.263]],
  "lowdin_spin": [0.00, 0.04, 0.00, 0.02, 0.00, 0.00, 0.01, 3.90, 0.02, 0.00, 0.01, 0.00],
  "e_homo_ev": [-19.17, -20.50],
  "e_lumo_ha": [-0.319, -0.453],
  "energy_ev": -46937.7841,
  "e_above_lowest_kcal_mol": 0.00,
  "homo_lumo_gap_ev": [10.4841, 8.1845],
  "multiplicity": 5,
  "total_charge": 2
}

{
  "formula": "C3H5CuO4",
  "method": "wB97M-V/def2-TZVPD",
  "symbols": ["H", "C", "C", "O", "H", "H", "H", "Cu", "O", "C", "O", "O", "H"],
  "coordinates": [[0.55920, -2.08044, -0.43097], [2.05896, -1.09918, 0.00601], [0.86694, -1.72698, 0.65269], [2.24585, 0.12550, 0.02774], [2.94533, -1.76622, -0.05241], [0.62794, -1.11495, 1.53674], [1.15187, -2.68658, 1.11042], [0.76123, 1.51816, 0.68742], [-1.11172, 0.11599, 0.94518], [-1.46162, 0.64311, -0.14450], [-0.91958, 1.61192, -0.70669], [-2.56423, 0.12890, -0.74250], [-3.18070, 0.85034, -0.91666]],
  "forces_ev_per_a": [[-1.951, 0.825, 2.145], [1.503, 1.171, 4.023], [2.565, -1.478, -1.728], [-0.314, -0.969, -0.780], [-0.203, 0.236, -1.420], [-1.709, 0.100, -1.454], [0.399, 0.034, -0.474], [-0.658, -0.702, -0.752], [0.222, 0.748, -0.776], [-0.409, -0.250, 1.409], [1.129, 0.826, 0.106], [-0.860, -0.536, 0.106], [0.286, -0.007, -0.405]],
  "mulliken_charge": [0.30, 0.27, -0.93, -0.47, 0.38, 0.26, 0.35, 0.51, -0.67, 0.81, -0.69, -0.46, 0.33],
  "e_homo_ev": -8.80,
  "e_lumo_ha": -0.014,
  "energy_ev": -56019.7544,
  "e_above_lowest_kcal_mol": 0.00,
  "homo_lumo_gap_ev": 8.4290,
  "multiplicity": 1
}

{
  "formula": "C3H5F2N",
  "method": "wB97M-V/def2-TZVPD",
  "symbols": ["C", "C", "C", "N", "F", "F", "H", "H", "H", "H", "H"],
  "coordinates": [[-1.23698, -0.30310, -0.17328], [-0.75880, 1.17438, -0.00685], [-0.26740, 0.19019, 0.85116], [1.51304, -0.40660, 0.23965], [-1.76578, 2.00485, 0.30561], [-0.55641, -0.00671, 2.09964], [-2.21965, -0.42342, 0.09084], [-0.91889, -0.86567, -1.06550], [-0.02680, 1.59089, -0.65613], [2.29918, -0.11059, 0.89818], [1.34585, -1.32077, 0.47827]],
  "forces_ev_per_a": [[3.548, 0.797, -1.858], [-0.997, 0.542, -2.020], [3.701, -4.209, -0.937], [-1.927, 4.394, 1.381], [-0.284, 0.819, 0.733], [0.087, 0.287, 1.888], [-2.167, -0.232, 1.004], [0.021, 0.364, 0.667], [0.175, 0.349, -0.724], [-1.678, -0.091, -0.754], [-0.479, -3.020, 0.621]],
  "mulliken_charge": [-0.80, 0.00, 0.56, -0.65, -0.28, -0.26, 0.33, 0.25, 0.39, 0.23, 0.25],
  "e_homo_ev": -9.91,
  "e_lumo_ha": 0.038,
  "energy_ev": -10113.3066,
  "e_above_lowest_kcal_mol": 69.79,
  "homo_lumo_gap_ev": 10.9363,
  "multiplicity": 1
}

{
  "formula": "C3H5F2N",
  "method": "wB97M-V/def2-TZVPD",
  "symbols": ["C", "C", "C", "N", "F", "F", "H", "H", "H", "H", "H"],
  "coordinates": [[-0.31106, -1.20248, 0.91989], [-0.66291, -0.63131, -0.30479], [-0.14732, 0.94310, -0.25851], [1.21830, 1.03580, -0.52281], [-2.05718, -0.40231, -0.42915], [-0.53316, 1.49059, 0.84451], [-0.95549, -1.22280, 1.73186], [0.71804, -1.50642, 1.13753], [-0.41050, -1.16210, -1.21666], [1.66250, 1.99978, -0.46291], [1.47879, 0.65816, -1.43896]],
  "forces_ev_per_a": [[1.906, -1.359, 0.409], [-1.611, 2.741, -1.287], [0.868, -3.436, -2.085], [1.307, 2.075, -0.454], [0.144, -0.673, 0.310], [-0.287, 1.602, 1.685], [-1.219, 0.264, 1.246], [-0.400, 0.117, -0.429], [0.742, 0.231, -0.134], [-1.036, -1.614, 0.228], [-0.414, 0.051, 0.512]],
  "mulliken_charge": [-0.96, 0.28, 0.12, -0.45, -0.31, -0.23, 0.35, 0.32, 0.38, 0.25, 0.24],
  "e_homo_ev": [-7.46, -8.24],
  "e_lumo_ha": [0.003, 0.020],
  "energy_ev": -10113.1989,
  "e_above_lowest_kcal_mol": 72.28,
  "homo_lumo_gap_ev": [7.5454, 8.7863],
  "multiplicity": 1
}

{
  "formula": "C3H5F2N3",
  "method": "wB97M-V/def2-TZVPD",
  "symbols": ["C", "N", "C", "N", "F", "H", "H", "H", "C", "N", "F", "H", "H"],
  "coordinates": [[1.22436, 1.65869, -1.39023], [0.79737, 2.18266, -0.34344], [-0.15666, 1.69299, 0.47985], [0.35285, 0.98676, 1.41336], [-0.49300, 0.51996, 2.48273], [0.71031, 0.87560, -1.84092], [2.22088, 2.02159, -1.83300], [-1.07391, 2.14540, 0.32944], [-0.78048, -2.75009, 0.38094], [-0.69260, -2.45354, -0.84245], [-0.61068, -1.05999, -1.00227], [-0.80733, -3.74865, 0.93232], [-0.69113, -2.07138, 1.23367]],
  "forces_ev_per_a": [[2.232, 1.334, -0.274], [1.652, 1.133, -0.301], [0.922, -0.747, 1.532], [0.143, -0.948, 0.720], [-0.217, 0.875, -1.487], [-0.564, -1.787, -0.917], [-1.800, -0.245, 0.397], [-2.360, 0.324, 0.346], [0.623, -0.395, 2.486], [-0.315, -1.130, 0.309], [0.014, 0.031, 0.276], [-0.130, 0.586, -2.339], [-0.203, 0.969, -0.747]],
  "mulliken_charge": [-0.12, -0.34, 0.14, -0.35, -0.20, 0.24, 0.21, 0.42, 0.00, -0.36, -0.09, 0.25, 0.19],
  "e_homo_ev": -9.72,
  "e_lumo_ha": 0.023,
  "energy_ev": -13090.7435,
  "e_above_lowest_kcal_mol": 122.74,
  "homo_lumo_gap_ev": 10.3472,
  "multiplicity": 1,
  "smiles": "C=N/C=N/F.C=NF"
}

{
  "formula": "C3H5F3OSi",
  "method": "wB97M-V/def2-TZVPD",
  "symbols": ["C", "C", "C", "O", "F", "F", "F", "Si", "H", "H", "H", "H", "H"],
  "coordinates": [[1.24143, 1.44834, -0.38016], [-1.71619, -1.11677, 0.38285], [2.12097, 0.19240, -0.65825], [-0.00253, 1.28101, -0.30258], [2.59326, -0.43014, 0.44512], [3.21642, 0.55961, -1.38552], [1.50229, -0.74376, -1.43589], [-3.08488, 0.24704, 0.45383], [-1.28079, -1.30588, -0.58974], [-0.97661, -0.71299, 1.07712], [-2.07464, -1.96627, 0.99336], [-3.28765, 0.14261, 1.99547], [1.74892, 2.40480, -0.59561]],
  "forces_ev_per_a": [[-4.443, -1.610, -1.329], [-0.987, 0.642, 1.268], [1.197, -1.346, -0.827], [4.802, 1.111, 0.211], [-0.692, 0.605, -0.449], [-0.662, 0.315, 0.569], [0.044, 1.097, 1.127], [0.341, -0.410, 0.142], [-0.051, -0.346, 0.043], [0.415, 0.192, -0.155], [0.074, -0.159, -0.814], [0.155, -0.049, -0.445], [-0.193, -0.042, 0.660]],
  "mulliken_charge": [-0.10, -0.86, 0.82, -0.35, -0.23, -0.26, -0.22, 0.12, 0.28, 0.18, 0.37, -0.08, 0.35],
  "e_homo_ev": -8.09,
  "e_lumo_ha": -0.036,
  "energy_ev": -21266.5749,
  "e_above_lowest_kcal_mol": 51.47,
  "homo_lumo_gap_ev": 7.1034,
  "multiplicity": 1
}

{
  "formula": "C3H5F3P",
  "method": "wB97M-V/def2-TZVPD",
  "symbols": ["C", "C", "C", "F", "F", "F", "P", "H", "H", "H", "H", "H"],
  "coordinates": [[1.08041, -0.37852, -0.11734], [1.74748, 0.72911, 0.38108], [-0.38766, -0.58382, 0.01084], [3.57101, 0.60068, -1.51638], [4.14510, 1.96902, 0.22553], [4.00228, -2.24004, 0.77888], [3.42213, 0.61981, -0.00558], [1.67704, -1.01613, -0.87178], [1.41715, 1.19226, 1.18434], [-0.69412, -1.63324, 0.01873], [-0.86151, -0.20785, -0.89113], [-0.66071, -0.05365, 0.83050]],
  "forces_ev_per_a": [[0.699, -0.354, -2.279], [1.007, -4.019, -2.899], [1.889, -1.454, -1.823], [0.229, -1.117, -0.350], [-0.092, -1.294, 0.886], [-0.377, 2.184, -0.619], [0.436, 1.048, -0.407], [-1.124, 0.553, 1.352], [-1.359, 2.646, 3.761], [0.319, -0.001, 0.275], [-0.073, 0.389, -0.315], [-1.556, 1.419, 2.417]],
  "mulliken_charge": [0.17, -0.15, -1.18, -0.11, -0.13, -0.28, 0.80, 0.33, 0.46, 0.36, 0.35, 0.39],
  "e_homo_ev": [-15.60, -15.55],
  "e_lumo_ha": [-0.365, -0.368],
  "energy_ev": -20620.2579,
  "e_above_lowest_kcal_mol": 168.15,
  "homo_lumo_gap_ev": [5.6547, 5.5434],
  "multiplicity": 1,
  "total_charge": 1
}

{
  "formula": "C3H5F6N2P",
  "method": "wB97M-V/def2-TZVPD",
  "symbols": ["C", "C", "C", "N", "N", "F", "F", "F", "F", "F", "F", "P", "H", "H", "H", "H", "H"],
  "coordinates": [[0.66382, 0.11003, -0.97822], [-3.25864, 1.62990, 0.07886], [-3.28716, -1.24133, -0.12178], [-0.42497, -0.65779, 0.99976], [-0.26770, 0.25776, 0.08707], [-2.85079, 1.45293, 1.31284], [-3.05996, 2.91366, -0.22327], [-4.64899, 1.42930, 0.05000], [-2.39013, -2.27591, -0.26702], [-3.38120, -1.13061, 1.27765], [-4.46461, -1.64500, -0.48076], [-2.56034, 0.20231, -1.08744], [0.45496, 0.73391, -1.84809], [1.71195, 0.32148, -0.61481], [0.50896, -0.93883, -1.28997], [-1.22148, -0.54191, 1.61428], [-0.15257, -1.68183, 0.79748]],
  "forces_ev_per_a": [[0.786, -1.859, 0.252], [-1.414, -1.516, -1.229], [1.402, 0.003, 2.386], [1.945, -2.544, -0.408], [-2.784, 2.224, 0.439], [0.182, 0.125, 1.158], [0.238, -0.441, -0.464], [1.172, 0.413, 0.299], [-0.478, 0.170, -0.479], [0.256, 0.345, -1.098], [-1.035, -0.426, -0.839], [0.362, 1.486, 0.053], [-0.257, 0.219, 0.492], [-0.983, -0.405, -0.311], [1.005, 0.078, -0.449], [0.219, 0.161, -0.077], [-0.617, 1.965, 0.274]],
  "mulliken_charge": [-0.80, 0.75, 0.68, -0.42, -0.07, -0.21, -0.23, -0.26, -0.25, -0.27, -0.20, -0.22, 0.29, 0.26, 0.37, 0.30, 0.29],
  "e_homo_ev": [-8.28, -8.07],
  "e_lumo_ha": [-0.003, -0.038],
  "energy_ev": -31762.7067,
  "e_above_lowest_kcal_mol": 47.77,
  "homo_lumo_gap_ev": [8.1923, 7.0397],
  "multiplicity": 1
}